Entry 1:
A structure of composition C38H27Co2N4O8. Source: OMol25; level of theory: wB97M-V/def2-TZVPD.

Last column: Löwdin charge in e.
Positions of all 79 atoms, in Å:
O: -3.440 0.108 -2.443  0.09
C: -2.585 -0.668 -2.356  -0.16
Co: -1.251 -1.746 -2.113  0.07
C: 0.077 -0.462 -2.422  -0.23
O: 0.712 0.250 -3.105  0.09
C: -1.567 -2.136 -0.446  -0.24
O: -1.859 -2.271 0.667  0.07
C: -1.640 -3.072 -3.463  -0.31
C: -2.943 -3.736 -3.549  -0.20
C: -3.783 -3.911 -2.425  -0.04
C: -5.056 -4.465 -2.567  -0.11
C: -5.485 -4.939 -3.806  -0.13
C: -4.659 -4.784 -4.925  -0.11
C: -3.398 -4.195 -4.804  -0.03
C: -0.812 -2.573 -4.521  -0.38
C: -0.848 -1.730 -5.570  -0.04
Co: 0.129 -3.393 -3.295  0.06
C: 0.583 -3.499 -1.545  -0.17
O: 1.093 -3.823 -0.556  0.09
C: 0.596 -5.056 -3.756  -0.09
O: 0.952 -6.131 -3.997  0.10
C: 1.500 -2.449 -3.852  -0.16
O: 2.420 -1.901 -4.286  0.13
H: -3.436 -3.587 -1.438  0.09
H: -5.700 -4.524 -1.691  0.09
H: -6.455 -5.432 -3.886  0.08
H: -5.010 -5.122 -5.898  0.09
H: -2.757 -4.051 -5.675  0.11
H: 0.080 -1.399 -6.037  0.03
H: -1.789 -1.471 -6.067  0.04
O: -2.420 3.405 -0.384  0.10
C: -1.560 4.030 0.220  -0.36
C: -1.583 5.534 0.273  -0.17
C: -2.783 6.141 0.657  -0.02
C: -2.812 7.520 0.874  -0.08
C: -1.664 8.287 0.643  -0.09
C: -0.497 7.689 0.146  -0.08
C: -0.457 6.305 -0.049  -0.04
N: -0.514 3.443 0.960  0.03
C: 0.066 4.198 2.068  -0.12
C: 0.447 3.303 3.225  -0.14
N: 1.242 2.202 2.750  -0.09
C: 2.020 1.538 3.764  -0.14
C: 2.986 0.569 3.129  -0.11
N: 2.279 -0.327 2.209  0.02
C: 2.175 -1.693 2.542  -0.36
O: 1.169 -2.363 2.366  0.12
C: 3.420 -2.255 3.179  -0.16
C: 3.266 -3.004 4.350  -0.02
C: 4.403 -3.448 5.026  -0.08
C: 5.676 -3.175 4.509  -0.09
C: 5.821 -2.480 3.300  -0.08
C: 4.686 -2.020 2.625  -0.03
C: 1.339 0.248 1.333  -0.08
C: 0.852 -0.434 0.211  0.00
N: 0.042 0.173 -0.668  0.00
C: -0.472 1.389 -0.405  0.01
C: -0.077 2.133 0.716  -0.07
C: 0.865 1.552 1.607  -0.06
H: -3.662 5.513 0.815  0.13
H: -3.737 7.985 1.222  0.10
H: -1.680 9.361 0.840  0.10
H: 0.386 8.294 -0.083  0.10
H: 0.444 5.816 -0.431  0.13
H: 0.962 4.729 1.711  0.13
H: -0.652 4.943 2.431  0.13
H: 1.074 3.862 3.927  0.13
H: -0.459 2.946 3.753  0.14
H: 2.565 2.324 4.299  0.13
H: 1.362 1.007 4.478  0.14
H: 3.754 1.110 2.562  0.14
H: 3.469 -0.009 3.917  0.12
H: 2.256 -3.192 4.724  0.12
H: 4.285 -4.011 5.954  0.10
H: 6.563 -3.511 5.048  0.10
H: 6.810 -2.293 2.878  0.10
H: 4.768 -1.464 1.687  0.13
H: 1.115 -1.465 0.010  0.11
H: -1.211 1.761 -1.095  0.12

Output
- Net charge: -1
- HOMO energy: -3.028 eV
- Energy: -137436.133 eV
- Energy relative to the best compared isomer or geometry (same formula, charge and spin): 0.0 kcal per mole

=====

Entry 2:
A structure of composition C38H27N6O2PSe2Zr. Source: OMol25; level of theory: wB97M-V/def2-TZVPD.

Last column: Löwdin charge in e.
Positions of all 77 atoms, in Å:
Zr: -0.088 -0.242 -1.412  1.29
O: -1.426 5.912 -3.418  0.21
C: -1.061 5.855 -2.230  -0.57
O: -0.766 6.571 -1.300  0.14
C: -1.086 4.380 -2.581  -0.14
C: 0.189 3.839 -2.750  0.10
C: 0.375 2.457 -2.526  -0.22
N: -0.607 1.700 -1.938  -0.15
C: -1.904 2.189 -2.079  -0.21
C: -2.170 3.513 -2.352  0.10
C: -2.917 1.148 -2.100  -0.18
C: -4.314 1.352 -2.098  0.02
C: -5.168 0.256 -2.326  0.01
C: -4.568 -1.019 -2.504  -0.03
C: -3.205 -1.141 -2.538  -0.14
N: -2.360 -0.119 -2.322  -0.02
C: 1.502 1.737 -3.137  -0.20
C: 2.587 2.401 -3.817  0.04
C: 3.468 1.586 -4.539  0.00
C: 3.255 0.177 -4.564  0.00
C: 2.138 -0.369 -3.891  -0.13
N: 1.295 0.391 -3.185  -0.07
H: 1.045 4.430 -3.135  0.15
H: -3.242 3.848 -2.288  0.16
H: -4.733 2.346 -1.934  0.12
H: -6.283 0.371 -2.331  0.14
H: -5.214 -1.892 -2.629  0.13
H: -2.714 -2.114 -2.686  0.13
H: 2.644 3.475 -3.897  0.11
H: 4.372 2.036 -4.946  0.13
H: 3.905 -0.472 -5.114  0.11
H: 1.865 -1.432 -3.941  0.09
Se: 1.215 -2.703 -1.341  0.35
P: 2.343 -1.478 0.173  0.29
Se: 1.617 0.612 0.406  0.45
C: 4.039 -1.541 -0.423  -0.44
C: 4.699 -0.356 -0.861  -0.10
C: 6.034 -0.432 -1.262  -0.07
C: 6.741 -1.644 -1.167  -0.04
C: 6.085 -2.837 -0.747  -0.04
C: 4.735 -2.761 -0.430  -0.11
C: 2.391 -2.090 1.834  -0.43
C: 1.222 -2.581 2.416  -0.10
C: 1.238 -3.187 3.680  -0.05
C: 2.450 -3.218 4.380  -0.04
C: 3.613 -2.646 3.849  -0.07
C: 3.610 -2.109 2.598  -0.06
H: 4.200 0.634 -0.919  0.08
H: 6.550 0.471 -1.629  0.12
H: 7.827 -1.695 -1.356  0.12
H: 6.654 -3.755 -0.843  0.12
H: 4.233 -3.653 -0.113  0.11
H: 0.351 -2.495 1.784  0.07
H: 0.348 -3.563 4.200  0.12
H: 2.546 -3.685 5.391  0.13
H: 4.514 -2.562 4.461  0.13
H: 4.525 -1.657 2.181  0.12
N: -5.300 2.184 7.623  0.20
C: -4.941 1.728 6.616  -0.17
C: -4.456 1.104 5.433  -0.22
C: -4.668 -0.262 5.236  0.02
C: -4.157 -0.862 4.088  0.01
C: -3.422 -0.123 3.163  -0.18
C: -3.136 1.250 3.406  0.01
C: -3.664 1.843 4.558  0.00
N: -2.866 -0.749 2.027  0.02
C: -3.013 -2.134 1.601  0.04
C: -2.233 -2.225 0.526  -0.13
N: -1.595 -1.008 0.269  -0.10
C: -2.011 -0.158 1.198  -0.15
H: -5.357 -0.786 5.858  0.13
H: -4.356 -1.901 3.895  0.11
H: -2.531 1.914 2.715  0.12
H: -3.548 2.907 4.766  0.14
H: -3.653 -2.841 2.090  0.13
H: -2.046 -2.986 -0.188  0.10
H: -1.642 0.867 1.368  0.13

Output
- Net charge: +2
- HOMO energy (spin up / spin down): -12.731 / -12.683 eV
- Energy: -194129.294 eV

=====

Entry 3:
A structure of composition C38H28BrN6O3Rh. Source: OMol25; level of theory: wB97M-V/def2-TZVPD.

Last column: Löwdin charge in e.
Positions of all 77 atoms, in Å:
Rh: -1.715 -0.889 -0.791  1.18
C: -5.922 -1.114 -1.489  -0.01
O: -5.570 -1.595 -0.149  0.08
C: -4.287 -1.379 0.001  -0.30
N: -3.690 -0.736 -0.948  0.00
C: -4.621 -0.467 -2.040  -0.20
C: -4.154 -1.043 -3.357  -0.18
C: -5.000 -0.947 -4.458  -0.03
C: -4.635 -1.481 -5.683  -0.05
C: -3.410 -2.118 -5.830  -0.06
C: -2.553 -2.209 -4.747  -0.06
C: -2.928 -1.673 -3.522  -0.05
C: -3.493 -1.743 1.175  -0.20
C: -4.085 -1.602 2.366  0.02
C: -3.479 -1.520 3.680  -0.05
C: -2.202 -1.284 3.970  -0.02
C: -1.145 -1.198 1.561  -0.36
N: -2.140 -2.028 0.832  0.04
C: 0.157 -1.668 0.917  -0.31
N: 0.243 -1.513 -0.348  0.07
C: 1.596 -1.938 -0.779  -0.17
C: 2.132 -2.582 0.524  -0.01
O: 1.162 -2.213 1.556  0.08
C: 2.381 -0.762 -1.338  -0.17
C: 1.772 0.046 -2.296  -0.05
C: 2.443 1.123 -2.852  -0.06
C: 3.749 1.402 -2.471  -0.07
C: 4.377 0.584 -1.546  -0.08
C: 3.699 -0.492 -0.982  -0.04
H: -6.748 -0.419 -1.380  0.14
H: -6.228 -1.982 -2.067  0.14
H: -4.743 0.613 -2.144  0.16
H: -5.958 -0.449 -4.358  0.13
H: -5.310 -1.400 -6.525  0.12
H: -3.126 -2.539 -6.785  0.12
H: -1.595 -2.701 -4.850  0.11
H: -2.194 -1.776 -2.713  0.06
H: -5.160 -1.463 2.332  0.13
H: -4.168 -1.577 4.513  0.12
H: -1.945 -1.180 5.019  0.12
H: 1.499 -2.705 -1.549  0.16
H: 3.090 -2.203 0.856  0.11
H: 2.155 -3.667 0.478  0.14
H: 0.766 -0.179 -2.627  0.10
H: 1.956 1.728 -3.606  0.12
H: 4.284 2.230 -2.917  0.11
H: 5.412 0.762 -1.281  0.11
H: 4.235 -1.130 -0.292  0.11
Br: 8.234 1.129 3.082  0.88
C: 6.512 1.841 3.036  -0.66
C: 5.679 1.527 1.952  -0.10
C: 4.410 2.045 1.897  0.02
C: 3.979 2.874 2.944  -0.23
C: 4.808 3.192 4.021  0.03
C: 6.084 2.673 4.067  -0.08
N: 2.703 3.420 2.992  0.22
N: 1.897 3.250 2.123  0.15
C: 1.012 2.777 1.342  -0.13
C: 0.796 3.531 0.094  0.06
C: 0.019 3.035 -0.863  0.05
C: -0.606 1.731 -0.656  -0.27
O: -1.118 1.123 -1.594  0.02
C: -0.579 1.113 0.716  -0.15
N: -1.433 0.075 0.859  0.04
C: -1.000 -1.208 3.069  -0.19
C: -0.068 -0.129 3.562  0.00
C: 0.436 0.979 3.007  0.00
C: 0.260 1.580 1.687  -0.07
H: 6.046 0.884 1.165  0.10
H: 3.771 1.814 1.052  0.11
H: 4.433 3.840 4.802  0.14
H: 6.746 2.906 4.889  0.12
H: 1.322 4.470 -0.015  0.14
H: -0.134 3.528 -1.813  0.14
H: -0.464 -2.146 3.274  0.17
H: 0.258 -0.314 4.580  0.13
H: 1.092 1.538 3.666  0.11

Output
- Net charge: +2
- HOMO energy: -13.199 eV
- Energy: -127975.392 eV

=====

Q: Look up the energy of the third one.
A: -127975.392 eV